No. 1
{
  "formula": "C28H72O26P4S4",
  "method": "ωB97M-V with the def2-TZVPD basis set",
  "symbols": ["C", "C", "C", "O", "C", "O", "O", "H", "H", "H", "H", "H", "H", "C", "C", "C", "O", "C", "O", "O", "H", "H", "H", "H", "H", "H", "C", "O", "P", "O", "O", "C", "O", "C", "H", "H", "H", "H", "H", "H", "H", "H", "H", "C", "O", "P", "O", "O", "C", "O", "C", "H", "H", "H", "H", "H", "H", "H", "H", "H", "C", "O", "P", "O", "O", "C", "O", "C", "H", "H", "H", "H", "H", "H", "H", "H", "H", "C", "O", "P", "O", "O", "C", "O", "C", "H", "H", "H", "H", "H", "H", "H", "H", "H", "C", "S", "O", "C", "H", "H", "H", "H", "H", "H", "C", "S", "O", "C", "H", "H", "H", "H", "H", "H", "C", "S", "O", "C", "H", "H", "H", "H", "H", "H", "C", "S", "O", "C", "H", "H", "H", "H", "H", "H"],
  "positions_angstrom": [[13.11, 15.06, 13.37], [14.02, 16.21, 13.61], [15.29, 16.26, 12.76], [15.44, 17.68, 12.37], [14.23, 18.27, 12.60], [14.00, 19.41, 12.33], [13.37, 17.42, 13.19], [12.39, 15.07, 14.20], [13.69, 14.15, 13.34], [12.60, 15.22, 12.44], [14.19, 16.30, 14.69], [15.25, 15.68, 11.85], [16.20, 16.01, 13.31], [17.30, 18.48, 16.94], [18.85, 18.46, 17.05], [19.26, 18.19, 18.45], [19.72, 16.78, 18.39], [19.74, 16.41, 17.13], [20.09, 15.29, 16.82], [19.43, 17.37, 16.30], [16.72, 19.28, 17.42], [16.87, 17.55, 17.37], [16.97, 18.36, 15.91], [19.31, 19.35, 16.62], [18.54, 18.34, 19.25], [20.18, 18.65, 18.73], [6.76, 13.13, 13.97], [7.75, 12.37, 14.76], [9.30, 12.60, 14.50], [9.73, 12.69, 13.08], [10.04, 11.56, 15.41], [9.90, 10.16, 15.24], [9.57, 13.96, 15.29], [9.13, 14.16, 16.61], [6.09, 13.49, 14.74], [6.32, 12.40, 13.27], [7.23, 13.93, 13.45], [8.95, 9.90, 15.65], [10.79, 9.77, 15.71], [9.87, 9.97, 14.17], [9.65, 13.43, 17.19], [8.02, 14.20, 16.64], [9.42, 15.14, 16.89], [13.68, 16.82, 18.83], [14.32, 17.96, 18.34], [13.44, 19.21, 17.86], [12.39, 19.64, 18.77], [14.65, 20.17, 17.56], [14.29, 21.43, 16.99], [12.86, 18.71, 16.43], [11.65, 19.30, 16.02], [12.64, 16.75, 18.48], [13.61, 16.86, 19.89], [14.28, 15.95, 18.53], [14.19, 21.33, 15.90], [15.09, 22.11, 17.27], [13.42, 21.92, 17.45], [10.75, 18.90, 16.54], [11.57, 19.21, 14.93], [11.63, 20.38, 16.37], [11.09, 19.51, 11.53], [11.69, 18.41, 10.92], [10.89, 17.48, 10.02], [11.83, 16.48, 9.47], [9.59, 17.04, 10.75], [9.73, 15.98, 11.80], [10.18, 18.38, 8.97], [10.59, 18.47, 7.59], [10.19, 19.16, 12.09], [10.85, 20.33, 10.83], [11.87, 19.81, 12.23], [8.81, 16.01, 12.36], [10.61, 16.22, 12.38], [9.87, 15.00, 11.27], [11.33, 19.28, 7.44], [9.66, 18.86, 7.12], [10.94, 17.54, 7.24], [14.00, 9.47, 16.28], [13.02, 10.13, 17.19], [13.49, 11.04, 18.28], [14.69, 10.65, 19.07], [13.79, 12.44, 17.66], [13.06, 12.95, 16.57], [12.18, 11.19, 19.17], [12.14, 10.62, 20.44], [14.51, 8.70, 16.81], [14.80, 10.26, 16.06], [13.54, 9.14, 15.36], [12.01, 12.71, 16.69], [13.44, 12.52, 15.67], [13.17, 14.07, 16.49], [12.73, 9.69, 20.60], [11.10, 10.35, 20.42], [12.36, 11.33, 21.25], [14.05, 22.79, 12.53], [12.32, 22.70, 12.89], [12.19, 22.30, 14.39], [12.05, 24.53, 12.97], [14.37, 23.51, 11.73], [14.36, 21.78, 12.17], [14.59, 23.01, 13.39], [11.04, 24.82, 13.24], [12.36, 25.02, 12.03], [12.71, 24.85, 13.75], [17.57, 13.28, 15.71], [16.88, 14.96, 16.25], [15.42, 14.91, 15.83], [16.91, 14.59, 18.01], [17.43, 13.40, 14.59], [16.95, 12.59, 16.24], [18.61, 13.28, 15.96], [16.21, 13.84, 18.34], [16.67, 15.44, 18.60], [17.94, 14.22, 18.30], [16.00, 21.03, 8.46], [14.60, 20.72, 9.61], [13.31, 21.08, 9.00], [14.76, 18.88, 9.37], [16.94, 20.77, 8.88], [16.13, 22.07, 8.11], [15.85, 20.46, 7.51], [14.00, 18.41, 9.97], [15.77, 18.71, 9.80], [14.68, 18.70, 8.31], [14.28, 11.92, 11.16], [13.59, 10.43, 11.79], [14.08, 10.18, 13.23], [11.89, 11.11, 11.87], [13.92, 12.82, 11.69], [14.01, 12.08, 10.10], [15.36, 11.80, 11.15], [11.62, 11.36, 10.84], [11.82, 11.96, 12.52], [11.28, 10.28, 12.18]],
  "lowdin_charge": [-0.011, -0.324, -0.027, 0.054, -0.553, 0.090, 0.073, 0.097, 0.072, 0.080, 0.124, 0.129, 0.123, -0.009, -0.271, -0.049, 0.081, -0.670, 0.113, 0.103, 0.076, 0.058, 0.086, 0.156, 0.141, 0.123, -0.029, -0.235, 0.365, -0.240, -0.219, -0.051, -0.230, -0.083, 0.086, 0.106, 0.061, 0.084, 0.090, 0.082, 0.078, 0.103, 0.076, -0.100, -0.221, 0.378, -0.206, -0.229, -0.090, -0.219, -0.117, 0.096, 0.078, 0.079, 0.085, 0.088, 0.098, 0.091, 0.080, 0.087, -0.103, -0.215, 0.240, -0.240, -0.209, -0.025, -0.206, -0.056, 0.110, 0.101, 0.051, 0.080, 0.063, 0.102, 0.088, 0.102, 0.062, -0.015, -0.201, 0.252, -0.248, -0.200, -0.089, -0.205, -0.128, 0.075, 0.107, 0.063, 0.063, 0.078, 0.093, 0.106, 0.079, 0.095, -0.289, 0.864, -0.579, -0.245, 0.079, 0.006, 0.029, 0.047, 0.053, 0.041, -0.174, 0.864, -0.566, -0.256, 0.069, 0.035, 0.029, 0.048, 0.029, 0.087, -0.274, 0.809, -0.543, -0.206, 0.031, 0.051, 0.066, 0.018, 0.057, 0.056, -0.293, 0.855, -0.580, -0.257, 0.036, 0.072, 0.047, 0.067, 0.026, 0.028],
  "e_homo_ev": -8.7,
  "charge": 0
}

***

No. 2
{
  "formula": "C28H73ClFNO10Si2",
  "method": "ωB97M-V with the def2-TZVPD basis set",
  "symbols": ["C", "O", "C", "C", "C", "C", "Si", "C", "C", "C", "Cl", "C", "C", "C", "F", "O", "Si", "C", "C", "C", "N", "O", "H", "H", "H", "H", "H", "H", "H", "H", "H", "H", "H", "H", "H", "H", "H", "H", "H", "H", "H", "H", "H", "H", "H", "H", "H", "H", "H", "H", "H", "H", "H", "C", "C", "O", "H", "H", "H", "H", "H", "H", "C", "C", "O", "H", "H", "H", "H", "H", "H", "C", "C", "O", "H", "H", "H", "H", "H", "H", "C", "C", "O", "H", "H", "H", "H", "H", "H", "C", "C", "O", "H", "H", "H", "H", "H", "H", "C", "C", "O", "H", "H", "H", "H", "H", "H", "C", "C", "O", "H", "H", "H", "H", "H", "H"],
  "positions_angstrom": [[10.08, -0.94, 1.65], [9.24, 0.17, 1.39], [7.88, -0.17, 1.27], [7.53, -0.74, -0.10], [6.02, -0.84, -0.39], [5.11, -1.02, 0.83], [3.31, -1.41, 0.48], [2.27, -0.87, 1.94], [1.07, -1.76, 2.32], [-0.21, -1.54, 1.54], [-0.77, 0.17, 1.61], [2.86, -0.54, -1.12], [1.39, -0.30, -1.43], [1.11, 0.78, -2.43], [0.85, -1.52, -1.92], [3.08, -3.05, 0.32], [4.00, -4.17, -0.44], [3.17, -5.85, -0.36], [2.66, -6.47, -1.68], [2.10, -5.45, -2.64], [1.11, -4.63, -2.01], [2.46, -5.31, -3.77], [9.77, -1.46, 2.57], [11.09, -0.55, 1.79], [10.09, -1.66, 0.83], [7.59, -0.87, 2.07], [7.33, 0.76, 1.43], [8.00, -0.09, -0.84], [7.99, -1.73, -0.22], [5.70, 0.05, -0.94], [5.86, -1.68, -1.09], [5.07, -0.10, 1.42], [5.52, -1.79, 1.50], [2.95, -0.84, 2.80], [1.94, 0.16, 1.79], [1.33, -2.81, 2.13], [0.86, -1.67, 3.38], [-1.05, -2.07, 1.97], [-0.11, -1.81, 0.49], [3.29, -1.09, -1.97], [3.36, 0.44, -1.10], [0.83, -0.10, -0.51], [0.04, 0.83, -2.66], [1.41, 1.75, -2.02], [1.67, 0.61, -3.36], [5.34, -4.23, 0.19], [4.19, -3.76, -1.86], [2.33, -5.74, 0.34], [3.88, -6.54, 0.11], [1.84, -7.17, -1.44], [3.44, -7.04, -2.19], [0.18, -5.01, -2.17], [1.12, -3.70, -2.43], [0.05, -7.20, -6.57], [1.17, -8.02, -5.97], [2.46, -7.54, -6.34], [0.13, -7.18, -7.65], [-0.92, -7.61, -6.29], [0.09, -6.17, -6.20], [1.13, -9.05, -6.34], [1.07, -8.06, -4.88], [2.55, -6.65, -5.98], [-4.62, -1.51, 4.66], [-3.20, -1.40, 4.13], [-3.05, -2.02, 2.85], [-4.92, -2.56, 4.74], [-4.70, -1.04, 5.64], [-5.32, -1.01, 3.99], [-2.51, -1.91, 4.79], [-2.91, -0.35, 4.07], [-3.61, -1.54, 2.24], [-4.19, 2.12, -0.30], [-4.49, 2.51, 1.14], [-3.76, 1.73, 2.07], [-4.41, 1.06, -0.45], [-4.77, 2.71, -1.01], [-3.13, 2.28, -0.52], [-5.54, 2.35, 1.37], [-4.28, 3.58, 1.29], [-2.82, 1.85, 1.89], [-4.51, 2.48, 6.84], [-3.09, 2.53, 6.32], [-2.94, 1.86, 5.07], [-4.85, 1.45, 6.95], [-4.58, 2.99, 7.81], [-5.19, 3.00, 6.16], [-2.41, 2.01, 7.00], [-2.75, 3.57, 6.25], [-3.51, 2.29, 4.43], [-3.04, 7.41, 6.12], [-4.13, 6.41, 5.79], [-4.72, 5.84, 6.95], [-2.26, 6.94, 6.72], [-2.59, 7.80, 5.21], [-3.44, 8.25, 6.68], [-3.72, 5.57, 5.23], [-4.90, 6.88, 5.16], [-5.12, 6.54, 7.47], [-3.46, 2.49, -5.59], [-3.56, 2.13, -4.13], [-4.87, 2.33, -3.60], [-3.77, 3.53, -5.74], [-2.44, 2.38, -5.96], [-4.11, 1.86, -6.21], [-2.91, 2.77, -3.53], [-3.23, 1.09, -3.96], [-5.48, 1.77, -4.08], [-4.28, 7.34, -6.02], [-3.02, 6.57, -5.66], [-3.12, 5.93, -4.39], [-4.50, 8.08, -5.25], [-4.16, 7.86, -6.97], [-5.13, 6.67, -6.10], [-2.17, 7.25, -5.56], [-2.78, 5.85, -6.44], [-3.86, 5.31, -4.43]],
  "lowdin_charge": [-0.115, -0.191, -0.254, -0.176, -0.249, -0.252, 0.470, -0.233, -0.300, -0.523, 0.611, -0.163, -0.434, -0.040, -0.058, -0.332, 0.540, -0.285, -0.179, -0.550, 0.127, 0.080, 0.088, 0.088, 0.082, 0.116, 0.127, 0.119, 0.107, 0.102, 0.088, 0.084, 0.085, 0.082, 0.060, 0.102, 0.109, 0.042, 0.066, 0.097, 0.092, 0.074, 0.077, 0.088, 0.089, -0.012, 0.007, 0.076, 0.069, 0.119, 0.116, 0.101, 0.072, -0.093, -0.337, -0.082, 0.074, 0.071, 0.070, 0.110, 0.100, 0.064, -0.082, -0.315, -0.115, 0.072, 0.066, 0.074, 0.115, 0.077, 0.082, -0.090, -0.314, -0.112, 0.079, 0.064, 0.074, 0.112, 0.110, 0.025, -0.090, -0.312, -0.094, 0.066, 0.072, 0.072, 0.112, 0.095, 0.060, -0.090, -0.327, -0.087, 0.075, 0.074, 0.072, 0.099, 0.109, 0.083, -0.082, -0.324, -0.090, 0.053, 0.081, 0.077, 0.110, 0.111, 0.085, -0.092, -0.332, -0.087, 0.075, 0.073, 0.072, 0.111, 0.103, 0.063],
  "e_homo_ev": -9.6,
  "charge": 0
}

***

No. 3
{
  "formula": "C28H73N13O29P",
  "method": "ωB97M-V with the def2-TZVPD basis set",
  "symbols": ["C", "C", "C", "C", "C", "C", "C", "C", "C", "C", "C", "P", "C", "O", "C", "O", "C", "C", "O", "H", "H", "H", "H", "H", "H", "H", "H", "H", "H", "H", "H", "H", "H", "H", "H", "H", "H", "H", "H", "H", "H", "H", "H", "H", "H", "H", "H", "H", "H", "H", "H", "H", "H", "C", "N", "O", "O", "H", "H", "H", "C", "N", "O", "O", "H", "H", "H", "C", "N", "O", "O", "H", "H", "H", "C", "N", "O", "O", "H", "H", "H", "C", "N", "O", "O", "H", "H", "H", "C", "N", "O", "O", "H", "H", "H", "C", "N", "O", "O", "H", "H", "H", "C", "N", "O", "O", "H", "H", "H", "C", "N", "O", "O", "H", "H", "H", "C", "N", "O", "O", "H", "H", "H", "C", "N", "O", "O", "H", "H", "H", "C", "N", "O", "O", "H", "H", "H", "C", "N", "O", "O", "H", "H", "H"],
  "positions_angstrom": [[2.74, -2.90, 3.54], [2.76, -4.07, 2.54], [3.55, -3.80, 1.24], [4.86, -3.03, 1.40], [5.24, -2.36, 0.06], [6.28, -1.25, 0.24], [5.73, -0.04, 0.98], [5.41, 1.11, 0.02], [4.51, 2.18, 0.61], [3.13, 1.65, 1.04], [2.76, 2.15, 2.45], [1.62, 1.08, 3.34], [0.02, 0.77, 2.49], [0.19, 0.94, 1.10], [0.23, -0.27, 0.39], [-1.04, -0.84, 0.36], [-1.33, -1.52, -0.85], [-0.31, -2.61, -1.21], [-1.00, -3.72, -1.76], [1.76, -2.83, 4.01], [3.49, -3.03, 4.31], [2.91, -1.96, 3.01], [1.72, -4.23, 2.24], [3.07, -5.00, 3.00], [2.91, -3.33, 0.50], [3.81, -4.77, 0.82], [5.68, -3.68, 1.69], [4.80, -2.23, 2.13], [5.57, -3.11, -0.65], [4.33, -1.92, -0.34], [7.19, -1.66, 0.69], [6.56, -0.93, -0.77], [4.83, -0.29, 1.55], [6.46, 0.30, 1.72], [6.36, 1.58, -0.22], [4.96, 0.68, -0.87], [5.01, 2.67, 1.45], [4.34, 2.91, -0.17], [3.10, 0.56, 0.98], [2.37, 2.03, 0.36], [2.31, 3.14, 2.37], [3.63, 2.26, 3.10], [2.25, -0.12, 3.68], [1.30, 1.73, 4.54], [-0.31, -0.23, 2.76], [-0.70, 1.50, 2.85], [0.58, -0.02, -0.62], [0.94, -0.96, 0.86], [-1.36, -0.77, -1.65], [-2.32, -1.96, -0.80], [0.41, -2.20, -1.92], [0.21, -2.90, -0.30], [-0.64, -4.52, -1.37], [-5.39, -1.11, 1.27], [-5.63, -2.42, 0.62], [-6.33, -3.22, 1.19], [-5.10, -2.60, -0.47], [-5.92, -1.09, 2.22], [-4.32, -1.01, 1.42], [-5.76, -0.34, 0.60], [2.01, 6.37, -0.78], [3.23, 5.52, -0.76], [3.27, 4.55, -1.50], [4.12, 5.84, 0.01], [1.32, 5.95, -1.50], [1.60, 6.35, 0.22], [2.33, 7.37, -1.06], [-1.35, 1.17, -3.94], [-1.68, 2.49, -4.55], [-0.83, 3.36, -4.51], [-2.78, 2.60, -5.05], [-0.35, 1.22, -3.54], [-2.09, 0.99, -3.16], [-1.42, 0.42, -4.73], [-1.79, 8.28, 1.60], [-0.55, 7.46, 1.62], [-0.47, 6.52, 0.85], [0.32, 7.79, 2.40], [-2.46, 7.87, 0.85], [-2.22, 8.23, 2.59], [-1.51, 9.30, 1.35], [3.72, -2.04, -4.51], [3.81, -1.63, -3.08], [2.85, -1.87, -2.36], [4.82, -1.08, -2.73], [2.76, -2.52, -4.68], [3.82, -1.14, -5.11], [4.54, -2.72, -4.70], [-7.53, -3.00, -2.89], [-8.48, -1.89, -3.15], [-9.66, -2.15, -3.30], [-8.01, -0.77, -3.20], [-8.09, -3.93, -2.87], [-6.80, -3.00, -3.69], [-7.05, -2.81, -1.94], [0.24, -9.39, 2.46], [0.80, -9.17, 3.83], [2.00, -9.19, 3.96], [0.00, -8.99, 4.73], [1.07, -9.53, 1.78], [-0.39, -10.26, 2.51], [-0.34, -8.51, 2.20], [-3.11, 1.28, -8.81], [-2.10, 0.33, -8.24], [-1.47, 0.70, -7.27], [-1.99, -0.74, -8.79], [-3.09, 2.18, -8.22], [-2.82, 1.47, -9.84], [-4.07, 0.79, -8.77], [-10.91, -1.32, -6.04], [-11.50, -0.53, -7.15], [-12.17, -1.11, -7.97], [-11.26, 0.66, -7.15], [-11.20, -2.36, -6.17], [-9.83, -1.21, -6.10], [-11.28, -0.92, -5.11], [-2.02, -1.72, 5.99], [-2.25, -0.45, 5.26], [-1.36, 0.40, 5.25], [-3.32, -0.31, 4.71], [-1.03, -1.70, 6.42], [-2.78, -1.79, 6.76], [-2.13, -2.53, 5.28], [-1.04, -6.09, 3.88], [-1.44, -4.73, 4.32], [-1.27, -3.80, 3.56], [-1.93, -4.65, 5.43], [-0.63, -6.01, 2.88], [-0.30, -6.46, 4.58], [-1.93, -6.71, 3.90], [0.48, 5.34, 4.14], [0.14, 4.67, 5.43], [1.06, 4.24, 6.10], [-1.04, 4.58, 5.71], [1.55, 5.34, 4.03], [-0.01, 4.78, 3.34], [0.10, 6.35, 4.19], [6.22, 8.02, -1.13], [5.30, 9.13, -1.48], [4.12, 8.86, -1.62], [5.78, 10.23, -1.60], [5.64, 7.11, -1.06], [6.97, 7.95, -1.92], [6.69, 8.26, -0.18]],
  "lowdin_charge": [-0.112, -0.239, -0.205, -0.202, -0.220, -0.196, -0.204, -0.193, -0.188, -0.224, -0.313, 1.143, -0.313, -0.139, -0.263, -0.091, -0.148, -0.221, -0.045, 0.057, 0.083, 0.023, 0.082, 0.105, 0.092, 0.114, 0.122, 0.079, 0.119, 0.073, 0.114, 0.098, 0.078, 0.117, 0.124, 0.103, 0.114, 0.081, 0.090, 0.107, 0.096, 0.100, 0.018, 0.035, 0.101, 0.109, 0.147, 0.135, 0.107, 0.120, 0.097, 0.117, 0.086, 0.057, -0.445, 0.082, 0.035, 0.097, 0.092, 0.104, 0.053, -0.424, 0.062, 0.041, 0.102, 0.063, 0.086, 0.031, -0.451, 0.066, 0.062, 0.088, 0.091, 0.085, 0.067, -0.426, 0.045, 0.056, 0.099, 0.106, 0.108, 0.063, -0.422, 0.042, 0.073, 0.097, 0.106, 0.105, 0.054, -0.445, 0.058, 0.063, 0.098, 0.105, 0.070, 0.051, -0.449, 0.082, 0.047, 0.097, 0.106, 0.081, 0.055, -0.444, 0.042, 0.074, 0.093, 0.103, 0.103, 0.027, -0.455, 0.066, 0.061, 0.094, 0.093, 0.094, 0.048, -0.430, 0.019, 0.079, 0.102, 0.114, 0.047, 0.045, -0.423, 0.048, 0.075, 0.087, 0.097, 0.111, 0.030, -0.453, 0.050, 0.080, 0.096, 0.093, 0.083, 0.052, -0.439, 0.045, 0.083, 0.060, 0.104, 0.106],
  "e_homo_ev": -11.9,
  "charge": 1
}

***

| no. | orbital gap (eV) |
| --- | --- |
| 1 | 9.1 |
| 2 | 10.1 |
| 3 | 9.5 |